The following is a quantum chemistry calculation of C21H21ClN3O13V as an isolated structure, from the OMol25 dataset.

Structure (XYZ):
```
60
Properties=species:S:1:pos:R:3:forces:R:3:lowdin_charge:R:1
V -0.249 -0.375 0.486 -0.7 -0.5 0.4 1.13
O 1.330 -1.779 4.035 -0.1 0.0 0.0 -0.16
Cl 0.178 -1.261 3.443 0.3 0.2 -0.3 0.83
O -0.298 -0.049 3.971 0.0 0.0 0.0 -0.20
O 0.771 -0.819 1.910 -0.7 0.0 -0.3 -0.37
O -0.823 -2.200 3.120 0.0 0.0 0.0 -0.24
C 5.649 -0.549 -2.821 -0.1 0.1 -0.1 0.01
O 4.655 0.060 -3.675 0.0 0.0 0.0 0.00
C 3.424 0.195 -3.261 0.1 0.0 0.1 -0.23
C 2.544 0.826 -4.184 -0.1 0.0 0.0 0.07
C 1.243 1.042 -3.860 0.0 0.0 0.1 0.04
C 0.736 0.641 -2.592 0.1 0.0 -0.2 -0.08
C -0.591 0.864 -2.203 -0.2 0.0 0.1 -0.25
C -1.619 1.467 -3.099 0.1 0.0 0.0 0.04
O -1.007 0.567 -1.016 0.2 0.0 0.1 -0.08
C 1.643 -0.002 -1.715 -0.1 0.0 0.6 -0.21
O 1.169 -0.421 -0.519 0.5 0.2 -0.3 -0.12
C 2.962 -0.235 -2.003 0.0 0.1 -0.3 0.11
H 6.564 -0.533 -3.401 0.0 0.0 0.0 0.11
H 5.363 -1.576 -2.598 0.0 0.0 0.0 0.11
H 5.766 0.043 -1.915 0.0 0.0 0.0 0.11
H 2.951 1.133 -5.138 0.0 0.0 0.0 0.15
H 0.590 1.532 -4.568 0.0 0.0 0.0 0.13
H -1.714 0.884 -4.016 0.0 0.0 0.0 0.12
H -1.320 2.478 -3.382 0.0 0.0 0.0 0.12
H -2.575 1.506 -2.587 0.0 0.0 0.0 0.10
H 3.602 -0.713 -1.278 0.0 0.0 0.0 0.14
O -3.267 1.247 2.483 0.0 0.1 0.1 0.26
C -2.184 1.439 2.092 0.1 -0.6 -0.3 -0.34
O -1.537 0.318 1.363 0.5 0.4 0.2 -0.17
C -1.293 2.606 2.185 0.0 0.1 0.0 -0.09
C -0.033 2.618 1.618 0.0 0.0 0.0 0.06
C 0.745 3.750 1.695 0.1 0.0 0.1 -0.08
C 0.325 4.888 2.356 0.0 -0.1 0.0 0.13
C -0.936 4.841 2.926 -0.1 0.1 -0.1 -0.07
C -1.762 3.737 2.855 0.0 0.0 0.0 0.12
N -1.432 6.048 3.640 0.2 -0.2 0.5 -0.34
O -2.538 5.972 4.120 -0.1 0.1 -0.2 0.13
O -0.658 6.970 3.738 -0.1 0.1 -0.2 0.13
N 2.060 3.717 1.015 -0.2 0.3 -0.4 -0.33
O 2.775 4.673 1.143 0.1 -0.1 0.2 0.16
O 2.279 2.748 0.302 0.1 -0.1 0.2 0.07
H 0.410 1.783 1.099 0.1 0.1 0.0 0.09
H 0.939 5.776 2.428 0.0 0.0 0.0 0.15
H -2.743 3.764 3.309 0.0 0.0 0.0 0.15
C -1.007 -5.433 0.741 0.0 0.0 0.0 0.00
C -2.067 -4.481 0.155 0.1 0.2 0.0 -0.56
C -3.297 -4.375 1.076 0.0 0.0 0.0 0.00
C -2.461 -4.887 -1.277 0.0 -0.1 0.0 -0.01
C -1.464 -3.149 0.088 -0.1 -0.1 -0.1 0.02
N -0.997 -2.098 0.025 0.0 -0.2 0.2 0.20
H -1.460 -6.422 0.793 0.0 0.0 0.0 0.11
H -0.714 -5.136 1.747 0.0 0.0 0.0 0.10
H -0.124 -5.492 0.106 0.0 0.0 0.0 0.10
H -3.676 -5.385 1.228 0.0 0.0 0.0 0.11
H -4.084 -3.776 0.620 0.0 0.0 0.0 0.10
H -3.042 -3.958 2.048 0.0 0.0 0.0 0.09
H -2.912 -5.878 -1.216 0.0 0.0 0.0 0.11
H -1.594 -4.946 -1.933 0.0 0.0 0.0 0.10
H -3.195 -4.204 -1.701 0.0 0.0 0.0 0.10
```
Forces are in eV/Å.

Properties
* net charge: +2
* E: -3358.3809 Eh
* largest force on an atom: 0.93 eV/A
* HOMO: -0.56290 Ha
* M: 609.8 g mol⁻¹